Formula: C63H46FGeNO3P3Pd
Source: the OMol25 dataset
Level of theory: ωB97M-V with the def2-TZVPD basis set

Geometry as XYZ:
```
119
Properties=species:S:1:pos:R:3:lowdin_charge:R:1
H -5.86 -1.20 -2.00 0.104
C -0.71 4.05 -3.87 -0.101
C 1.48 4.30 2.75 -0.096
C -4.68 -3.33 2.50 -0.124
C 0.73 3.16 2.40 -0.332
C -3.92 2.83 -1.23 -0.126
C -2.36 -2.60 0.24 -0.327
C -2.78 -4.44 -1.28 -0.094
H -1.05 5.03 -4.18 0.100
Pd -0.23 0.34 0.70 0.459
Ge -1.77 1.59 2.28 0.835
H -2.24 -3.36 3.62 0.100
C 0.18 1.57 -3.03 -0.111
O 2.37 -0.49 -2.86 -0.026
H -3.44 -5.22 -1.63 0.097
C 3.57 3.92 -1.59 -0.071
C -4.92 3.64 -0.73 -0.083
C 0.32 3.43 -4.55 -0.091
H -4.38 0.22 -0.67 0.087
H 2.83 5.60 -2.69 0.099
C -1.99 -1.30 3.01 -0.391
C -1.14 -2.40 -0.42 -0.119
H 1.52 6.18 3.75 0.097
H 5.73 1.66 5.44 0.094
P 1.66 1.81 1.41 1.077
H 1.62 1.71 -4.60 0.108
H -1.10 -3.07 5.76 0.097
H 7.42 -0.40 -1.53 0.092
H -2.07 3.96 -2.22 0.092
H -7.22 -0.72 3.74 0.100
C 0.78 2.19 -4.11 -0.058
C -0.70 -0.98 5.46 -0.082
C 0.92 5.32 3.49 -0.084
O 0.45 -1.95 2.12 0.071
H -4.20 -3.71 0.13 0.085
C -5.80 -3.73 3.20 -0.088
C 4.24 2.52 2.52 -0.108
C 6.46 -0.30 -1.05 -0.095
H 4.54 3.91 -2.08 0.103
H 3.58 0.47 5.71 0.101
H -5.63 4.11 -1.40 0.099
C 5.20 2.46 3.52 -0.094
H 6.14 2.99 3.39 0.101
C -1.22 -2.22 5.10 -0.087
C 5.30 -0.30 -1.81 -0.018
H 7.30 -0.24 0.93 0.096
C -3.14 -1.24 -4.01 -0.079
C -0.59 3.08 2.81 -0.267
C -0.41 5.23 3.90 -0.091
H -2.19 4.04 3.85 0.087
C -6.73 -2.80 3.64 -0.101
H -4.22 3.31 2.57 0.088
P -1.65 1.20 -1.02 1.053
H 0.61 5.53 -1.61 0.103
C 2.07 2.96 0.04 -0.290
C 4.97 1.72 4.67 -0.102
C -2.72 0.09 -2.04 -0.321
H 0.10 3.81 0.07 0.105
C -4.42 -1.51 -3.57 -0.094
H -5.22 0.01 2.48 0.099
H 5.33 -0.41 -2.89 0.112
C -2.98 2.24 -0.37 -0.413
C -4.86 -0.99 -2.36 -0.080
C -1.30 3.44 -2.77 -0.103
H -0.19 -0.86 6.41 0.098
C -2.29 -0.44 -3.25 -0.069
C 4.08 -0.19 -1.16 -0.097
H -3.95 -4.07 2.20 0.094
N 1.84 -0.15 -0.63 0.090
O 2.26 -0.84 1.56 0.002
H 4.08 2.29 -0.31 0.090
C -4.48 -1.98 2.20 -0.346
H -0.48 -1.56 -0.15 0.032
H -1.20 -4.94 -2.65 0.098
H -7.60 -3.12 4.19 0.095
C -3.10 2.40 1.00 -0.259
H -5.08 -2.13 -4.16 0.097
H -5.94 -4.79 3.42 0.099
C 3.03 1.86 2.66 -0.305
C -0.72 -3.23 -1.44 -0.064
C -4.12 3.21 1.50 -0.096
H 2.50 4.39 2.42 0.099
C -5.01 3.84 0.65 -0.080
H -0.49 1.08 4.90 0.102
C -6.52 -1.45 3.38 -0.088
H -2.79 -1.64 -4.95 0.102
C -1.86 -2.38 3.89 -0.089
C -4.01 -0.19 -1.60 -0.124
C 3.31 2.99 -0.59 -0.077
C 5.17 -0.05 0.99 -0.018
C -1.53 -4.28 -1.85 -0.092
F -3.03 2.00 3.68 -0.392
C 2.58 0.10 0.55 -0.484
H 5.12 0.01 2.07 0.106
C 3.76 1.05 4.82 -0.076
C 2.67 -0.29 -1.67 -0.483
C 2.80 1.13 3.83 -0.072
H -3.87 2.64 -2.30 0.113
C -3.20 -3.60 -0.26 -0.109
C -1.16 4.13 3.55 -0.099
C -0.85 0.10 4.62 -0.114
H 0.58 0.62 -2.69 0.065
C 2.62 4.85 -1.93 -0.090
C 0.95 -0.94 1.72 -0.535
P -2.94 -1.30 1.43 1.118
C 4.02 -0.01 0.22 -0.132
H 4.44 3.11 1.63 0.097
H 1.85 0.62 3.96 0.094
H 0.78 3.92 -5.40 0.098
C 6.39 -0.20 0.34 -0.084
C -1.50 -0.05 3.40 -0.308
H -0.85 6.03 4.49 0.095
C 1.09 3.85 -0.38 -0.092
C 1.37 4.82 -1.33 -0.084
H 0.23 -3.04 -1.93 0.113
H -5.80 4.46 1.05 0.098
H -1.29 -0.24 -3.61 0.097
C -5.40 -1.05 2.66 -0.087
C -0.89 2.17 -2.37 -0.338
```

Calculated values
charge: -1
gap between HOMO and LUMO: 6.417 eV
molecular weight: 1156.01 g mol⁻¹
energy above the lowest of the compared OMol25 structures with the same formula, charge and spin: 12.0 kcal/mol



Formula: C25H22N2O14PS2
Source: the OMol25 dataset
Level of theory: ωB97M-V with the def2-TZVPD basis set

Geometry as XYZ:
```
66
Properties=species:S:1:pos:R:3:lowdin_charge:R:1
C 6.32 -0.10 0.21 0.017
C 3.98 -1.06 0.44 0.015
H 0.36 4.96 0.30 0.089
O -1.51 6.03 1.70 -0.361
C 1.28 -2.49 -1.98 -0.384
H 4.48 -6.31 3.70 0.120
O 5.32 -7.60 1.62 0.103
O 4.06 2.36 1.40 0.123
N -0.93 3.37 -0.24 -0.021
C 3.53 0.12 0.87 0.032
H -3.88 -0.88 2.23 0.118
H 3.11 -2.17 -3.15 0.125
C 2.31 -1.64 -2.64 0.016
P -5.79 4.38 -1.00 0.749
O -1.56 7.15 -0.48 -0.347
O 1.35 -3.70 -2.03 0.081
C 3.19 -5.17 0.15 0.032
C -6.00 -1.53 -0.43 -0.392
H 4.39 -6.72 -0.64 0.123
H -4.26 2.81 -1.32 0.046
C 4.45 1.28 1.01 -0.380
C 2.25 -0.32 -2.58 0.019
S -1.76 5.94 0.28 0.477
O -4.91 7.01 -0.43 -0.391
H -7.42 -0.08 -1.25 0.123
H 7.35 -0.28 -0.06 0.120
H -0.67 0.05 -0.69 0.124
H 6.53 1.94 0.75 0.122
C 4.55 -6.67 1.54 -0.385
C 3.24 -4.93 2.68 0.023
C 5.88 1.08 0.64 0.025
C -6.67 -0.20 -0.48 0.023
O -3.84 5.93 -2.37 -0.397
C -0.51 4.77 -0.33 -0.311
O -5.09 3.09 -1.73 -0.335
H 2.99 0.32 -3.05 0.125
H 2.80 -4.80 -0.79 0.096
C -4.96 -1.73 0.61 0.010
H -0.45 2.94 0.53 0.057
H -0.32 5.04 -1.37 0.096
H -0.55 -2.45 -0.79 0.125
C 0.18 -1.81 -1.26 0.026
C 4.04 -6.19 0.23 0.030
H 3.33 -1.92 0.34 0.091
H -0.62 2.90 -1.08 0.022
O 1.09 1.58 -1.80 0.110
S -4.22 5.86 -0.97 0.321
H -6.83 1.74 0.35 0.103
C -5.31 0.57 1.41 -0.374
O -5.94 3.98 0.57 -0.342
C 2.73 -4.46 1.37 -0.374
C 4.09 -5.95 2.76 0.021
O 5.80 -2.34 -0.31 0.096
C 1.15 0.37 -1.86 -0.382
C 0.12 -0.48 -1.21 0.032
H -5.11 3.78 1.03 0.043
C -6.35 0.77 0.37 0.021
C -4.64 -0.76 1.46 0.017
H 2.50 0.29 1.15 0.128
H 2.89 -4.40 3.56 0.122
O -5.01 1.44 2.19 0.116
O 1.95 -3.53 1.31 0.084
C 5.40 -1.26 0.08 -0.383
H -4.48 -2.70 0.63 0.116
N -3.15 5.20 0.01 -0.384
O -6.28 -2.42 -1.20 0.091
```

Calculated values
charge: -1
gap between HOMO and LUMO: 4.925 eV
molecular weight: 669.56 g mol⁻¹



Formula: C4H4OS
Source: the OMol25 dataset
Level of theory: ωB97M-V with the def2-TZVPD basis set

Geometry as XYZ:
```
10
Properties=species:S:1:pos:R:3:lowdin_charge:R:1
H -0.91 -1.08 1.72 0.098
C -0.51 -0.21 1.31 -0.165
H 1.44 -0.36 2.36 0.099
C 0.96 -0.21 1.41 -0.171
C 1.58 0.05 0.22 -0.374
C -0.94 -0.08 -0.17 -0.749
S 0.46 0.37 -1.10 1.001
H 2.59 0.13 -0.08 0.048
H -0.94 0.77 1.75 0.164
O -2.01 -0.34 -0.59 0.049
```

Calculated values
gap between HOMO and LUMO: 9.655 eV
molecular weight: 100.14 g mol⁻¹
SMILES: O=C1CC=CS1
energy above the lowest of the compared OMol25 structures with the same formula, charge and spin: 8.6 kcal/mol



Formula: C5H14
Source: the OMol25 dataset
Level of theory: ωB97M-V with the def2-TZVPD basis set

Geometry as XYZ:
```
19
Properties=species:S:1:pos:R:3:lowdin_charge:R:1
H -0.11 -0.42 3.57 0.047
C -0.11 -0.59 2.49 -0.201
H -0.05 -1.75 2.31 0.089
C -0.31 -1.01 -1.10 -0.144
H -1.85 0.10 -2.05 0.098
H -0.50 2.16 -2.42 0.061
H -1.54 0.91 -0.58 0.125
H -1.16 -0.20 2.10 0.094
H 0.65 -0.91 -0.79 -0.002
H 0.58 1.03 -2.87 -0.006
H 2.01 -0.18 2.72 0.100
C 0.13 1.36 -2.07 -0.087
C 1.18 -0.06 1.90 -0.201
H 1.15 1.06 1.65 0.081
C -0.93 0.36 -1.44 -0.318
H 1.53 -0.38 1.00 -0.013
H -0.34 -1.69 -1.96 0.074
H -0.93 -1.53 -0.24 0.102
H 0.82 1.50 -1.16 0.101
```

Calculated values
gap between HOMO and LUMO: 12.026 eV
molecular weight: 74.17 g mol⁻¹
SMILES: CCC.CC
energy above the lowest of the compared OMol25 structures with the same formula, charge and spin: 44.0 kcal/mol



Formula: C6H11NO
Source: the OMol25 dataset
Level of theory: ωB97M-V with the def2-TZVPD basis set

Geometry as XYZ:
```
19
Properties=species:S:1:pos:R:3:lowdin_charge:R:1
C 1.76 1.07 -1.60 0.047
C -1.57 1.11 1.60 -0.246
H 2.66 -1.04 0.00 0.089
H 0.06 -0.26 1.52 0.129
H -2.37 -1.15 1.60 0.067
H -2.19 1.84 1.03 0.134
O -1.48 1.34 2.78 0.064
H 2.75 0.82 -1.94 0.064
N -1.61 -1.25 0.94 0.055
C -0.38 0.35 -0.53 -0.138
C -0.80 0.04 0.92 -0.340
H -2.00 -1.41 0.01 0.062
H 1.06 -1.69 0.25 0.067
C 1.66 -1.13 -0.46 -0.070
H -0.87 1.27 -0.86 0.112
H -0.88 -0.32 -1.25 0.124
H 1.23 1.95 -1.92 0.060
C 1.10 0.22 -0.79 -0.362
H 1.88 -1.76 -1.31 0.082
```

Calculated values
gap between HOMO and LUMO: 10.236 eV
molecular weight: 113.16 g mol⁻¹
SMILES: C=C(C)C[C@H](N)C=O
energy above the lowest of the compared OMol25 structures with the same formula, charge and spin: 48.5 kcal/mol



Formula: C18H21NO2
Source: the OMol25 dataset
Level of theory: ωB97M-V with the def2-TZVPD basis set

Geometry as XYZ:
```
42
Properties=species:S:1:pos:R:3:lowdin_charge:R:1
H -2.78 -1.79 0.13 0.120
C -3.96 0.49 -0.76 -0.044
H 3.31 -3.37 3.95 0.098
C -2.70 0.33 -0.20 -0.246
H -5.52 1.86 -1.30 0.102
H 3.51 0.50 2.17 0.104
H 4.35 -1.14 3.77 0.103
C 1.61 1.66 -1.28 -0.158
C -2.05 -1.02 -0.14 -0.126
H -0.93 -2.34 -1.47 0.119
H -0.82 0.56 -1.97 0.128
H -4.50 -0.38 -1.12 0.114
C -4.54 1.75 -0.86 -0.084
H -1.25 -1.01 0.60 0.099
C -1.45 -1.38 -1.52 -0.160
C 3.04 -0.47 2.22 -0.024
C 1.87 -2.97 2.41 -0.079
C 1.39 -2.06 1.49 -0.005
H 0.59 -2.31 0.82 0.102
C 2.93 -2.65 3.24 -0.103
O 1.42 0.06 0.49 -0.071
C -3.85 2.86 -0.40 -0.096
C -2.03 1.45 0.26 -0.055
H -2.06 3.58 0.52 0.102
C 2.21 1.14 0.03 -0.200
N -0.49 -0.40 -1.95 0.074
H 2.21 1.95 0.78 0.130
C 3.52 -1.40 3.13 -0.089
C 1.66 0.60 -2.38 -0.094
H -4.30 3.84 -0.48 0.100
C 1.97 -0.80 1.40 -0.256
C 0.83 -0.64 -2.04 -0.513
H 1.28 1.02 -3.31 0.121
C -2.60 2.71 0.16 -0.082
O 1.31 -1.75 -1.95 0.062
H -2.26 -1.45 -2.26 0.121
H 3.24 0.81 -0.14 0.136
H 2.19 2.53 -1.59 0.118
H 0.58 1.98 -1.09 0.096
H -1.05 1.33 0.71 0.106
H 1.41 -3.95 2.47 0.104
H 2.69 0.27 -2.54 0.123
```

Calculated values
gap between HOMO and LUMO: 9.310 eV
molecular weight: 283.37 g mol⁻¹
SMILES: O=C(CCCOc1ccccc1)NCCc1ccccc1
energy above the lowest of the compared OMol25 structures with the same formula, charge and spin: 2.1 kcal/mol